1.
{
  "formula": "C26H26BeN3O8SSb2",
  "method": "wB97M-V/def2-TZVPD",
  "symbols": ["Be", "O", "C", "C", "O", "C", "C", "O", "C", "O", "O", "C", "Sb", "C", "C", "C", "C", "C", "C", "C", "C", "C", "Sb", "C", "C", "H", "H", "H", "H", "H", "H", "H", "H", "H", "H", "H", "H", "H", "H", "H", "H", "H", "H", "H", "H", "O", "S", "O", "O", "C", "N", "C", "C", "C", "N", "C", "C", "C", "N", "C", "C", "H", "H", "H", "H", "H", "H"],
  "coordinates": [[1.101, -0.493, 0.199], [3.958, 4.296, -0.247], [3.356, 3.262, -0.188], [1.927, 3.014, -0.687], [1.188, 3.840, -1.167], [1.700, 1.601, -0.411], [2.787, 1.013, 0.215], [2.638, -0.249, 0.544], [3.887, 1.950, 0.401], [4.977, 1.786, 0.898], [0.666, 0.819, -0.599], [-5.236, 1.139, -0.481], [-3.321, 0.166, -0.131], [-4.075, -1.751, -0.849], [-3.857, -0.428, 1.925], [-3.728, 0.693, 2.894], [-4.773, 1.621, 2.929], [-4.740, 2.742, 3.736], [-3.642, 2.963, 4.549], [-2.622, 2.031, 4.572], [-2.636, 0.886, 3.770], [-1.500, -0.074, 3.958], [0.243, 0.196, 2.644], [0.737, 2.154, 3.389], [1.574, -0.821, 3.992], [-6.047, 0.569, -0.029], [-5.406, 1.216, -1.555], [-5.216, 2.143, -0.060], [-5.072, -1.919, -0.444], [-3.416, -2.551, -0.520], [-4.126, -1.762, -1.937], [-3.246, -1.297, 2.167], [-4.896, -0.750, 1.846], [-5.638, 1.447, 2.299], [-5.569, 3.439, 3.730], [-3.584, 3.847, 5.171], [-1.784, 2.179, 5.244], [-1.822, -1.112, 3.873], [-1.082, 0.066, 4.954], [0.699, 2.138, 4.477], [0.031, 2.893, 3.013], [1.743, 2.414, 3.062], [1.534, -0.357, 4.977], [2.588, -0.752, 3.600], [1.298, -1.871, 4.079], [-0.521, -9.062, 3.226], [-1.595, -8.703, 2.313], [-2.346, -7.520, 2.683], [-2.393, -9.804, 1.818], [-0.594, -8.152, 0.872], [-0.036, -9.048, 0.059], [0.744, -8.574, -0.898], [0.895, -7.215, -1.145], [0.289, -6.360, -0.233], [-0.400, -6.845, 0.799], [0.387, -4.887, -0.267], [-0.395, -4.143, 0.626], [-0.236, -2.780, 0.681], [0.628, -2.105, -0.096], [1.343, -2.811, -0.982], [1.259, -4.180, -1.093], [1.247, -9.313, -1.513], [1.440, -6.857, -2.007], [-1.078, -4.669, 1.281], [-0.820, -2.188, 1.373], [2.012, -2.235, -1.609], [1.892, -4.690, -1.806]],
  "forces_ev_per_angstrom": [[0.041, 0.332, -0.358], [-0.037, 0.031, 0.003], [0.117, 0.091, -0.027], [-0.251, 0.167, -0.118], [0.066, -0.046, -0.006], [0.128, -0.263, 0.151], [-0.136, 0.242, -0.131], [-0.068, -0.234, 0.088], [0.166, -0.126, 0.068], [-0.026, -0.010, 0.018], [-0.045, -0.136, -0.098], [0.327, 0.048, 0.028], [-0.620, -0.457, 0.181], [0.179, 0.329, -0.030], [0.307, -0.011, -0.246], [0.101, 0.170, 0.331], [0.053, 0.031, 0.024], [-0.088, 0.066, -0.062], [0.069, 0.076, 0.079], [-0.002, 0.008, -0.066], [-0.170, 0.123, -0.052], [0.028, -0.086, -0.473], [-0.179, 0.182, 1.090], [-0.106, -0.127, -0.289], [-0.032, -0.024, -0.184], [0.047, -0.066, 0.008], [0.024, -0.006, -0.009], [-0.031, 0.007, -0.022], [-0.001, 0.023, 0.031], [0.047, -0.075, 0.003], [0.024, 0.001, 0.008], [0.019, -0.027, 0.064], [0.015, -0.073, 0.005], [0.023, -0.004, -0.006], [0.002, 0.002, -0.013], [-0.023, -0.025, 0.037], [-0.007, 0.004, -0.004], [0.035, -0.030, -0.031], [0.051, -0.078, 0.009], [0.003, -0.066, 0.002], [0.021, 0.000, -0.027], [-0.001, 0.006, -0.010], [-0.059, 0.034, -0.007], [-0.001, -0.018, -0.018], [0.009, -0.009, -0.013], [-0.142, -0.013, -0.003], [0.215, -0.046, -0.100], [0.027, -0.037, -0.029], [0.090, 0.027, -0.048], [-0.126, 0.044, 0.402], [0.154, -0.166, 0.107], [-0.248, -0.009, -0.124], [-0.011, 0.270, -0.008], [0.059, -0.717, 0.155], [-0.136, 0.420, -0.371], [0.047, 0.527, 0.188], [0.139, -0.209, -0.174], [-0.150, 0.039, -0.038], [-0.052, -0.174, 0.188], [0.109, 0.217, -0.103], [-0.145, -0.214, -0.024], [-0.028, 0.040, -0.084], [0.095, -0.040, 0.049], [-0.019, 0.043, 0.020], [0.013, 0.021, 0.019], [0.081, -0.032, 0.058], [0.010, 0.033, -0.004]],
  "nbo_charge": [1.6152, -0.4744, 0.3963, 0.3805, -0.5158, 0.2092, 0.1933, -0.9211, 0.3775, -0.5228, -0.9030, -0.9882, 0.9968, -0.9843, -0.7408, -0.0329, -0.2073, -0.2149, -0.2232, -0.1966, -0.0571, -0.7208, 0.9355, -0.9629, -0.9819, 0.2160, 0.2255, 0.2268, 0.2204, 0.2232, 0.2237, 0.2208, 0.2307, 0.2064, 0.2098, 0.2106, 0.2024, 0.2316, 0.2301, 0.2217, 0.2400, 0.2384, 0.2226, 0.2454, 0.2320, -1.0006, 2.3943, -1.0041, -0.9935, 0.1577, -0.4026, 0.0761, -0.2915, 0.1582, -0.4323, 0.0319, -0.1678, 0.0385, -0.6741, 0.0716, -0.2319, 0.1908, 0.2095, 0.2787, 0.2079, 0.2200, 0.2290],
  "multiplicity": 1,
  "homo_energy_ev": -5.94,
  "total_charge": -1,
  "gap_ev": 6.62,
  "e_tot_ev": -72549.610,
  "de_lowest_ev": 0.233
}

2.
{
  "formula": "C26H26Br2F8IN9O2S2",
  "method": "wB97M-V/def2-TZVPD",
  "symbols": ["O", "S", "O", "C", "C", "C", "I", "C", "C", "C", "C", "F", "Br", "C", "F", "F", "Br", "C", "N", "S", "N", "C", "C", "F", "F", "C", "F", "F", "F", "H", "H", "H", "H", "H", "C", "C", "N", "H", "H", "H", "C", "C", "N", "H", "H", "H", "C", "C", "N", "H", "H", "H", "C", "C", "N", "H", "H", "H", "C", "C", "N", "H", "H", "H", "C", "C", "N", "H", "H", "H", "C", "C", "N", "H", "H", "H"],
  "coordinates": [[3.429, -1.047, 1.265], [2.668, -0.087, 0.523], [2.453, 1.162, 1.193], [1.100, -0.784, 0.082], [0.551, -0.764, -1.159], [-0.723, -1.330, -1.421], [-1.260, -1.238, -3.458], [-1.516, -1.919, -0.476], [-2.868, -2.549, -0.737], [-4.024, -1.650, -1.207], [-4.548, -0.540, -0.273], [-5.912, -0.534, -0.392], [-4.184, -0.871, 1.594], [-4.100, 0.911, -0.730], [-5.077, 1.448, -1.468], [-3.002, 0.865, -1.478], [-3.788, 2.219, 0.703], [-0.939, -1.972, 0.840], [-1.463, -2.533, 1.917], [-0.457, -2.349, 3.151], [0.717, -1.550, 2.391], [0.358, -1.405, 1.131], [3.596, 0.354, -1.033], [2.817, 0.958, -1.930], [4.531, 1.230, -0.649], [4.343, -0.852, -1.658], [3.482, -1.849, -1.847], [4.834, -0.487, -2.847], [5.340, -1.242, -0.896], [1.085, -0.329, -1.984], [-3.159, -3.128, 0.133], [-2.694, -3.275, -1.536], [-4.885, -2.304, -1.336], [-3.835, -1.199, -2.175], [-4.399, 2.969, 5.182], [-3.819, 1.717, 4.723], [-3.362, 0.730, 4.361], [-5.428, 3.069, 4.839], [-4.400, 3.021, 6.270], [-3.835, 3.821, 4.806], [-0.651, 4.336, -0.095], [-0.201, 3.004, -0.454], [0.171, 1.956, -0.738], [-1.695, 4.483, -0.363], [-0.555, 4.513, 0.976], [-0.070, 5.099, -0.610], [4.124, 0.705, -6.014], [3.059, 0.456, -6.973], [2.216, 0.259, -7.726], [4.065, 0.013, -5.176], [5.104, 0.586, -6.475], [4.064, 1.716, -5.615], [-1.229, -4.373, -6.536], [-0.869, -4.520, -5.135], [-0.583, -4.635, -4.030], [-1.645, -5.300, -6.929], [-1.975, -3.589, -6.666], [-0.359, -4.113, -7.136], [-1.333, 4.362, -4.097], [-1.137, 5.580, -3.323], [-0.980, 6.532, -2.702], [-2.104, 4.503, -4.853], [-0.414, 4.071, -4.602], [-1.638, 3.537, -3.453], [3.188, -1.085, 4.758], [2.039, -1.580, 5.496], [1.122, -1.972, 6.068], [3.827, -0.476, 5.395], [3.789, -1.907, 4.370], [2.878, -0.478, 3.907], [3.231, -1.712, 9.124], [3.932, -0.744, 8.296], [4.474, 0.018, 7.630], [2.161, -1.512, 9.129], [3.378, -2.723, 8.747], [3.589, -1.678, 10.151]],
  "forces_ev_per_angstrom": [[0.303, -0.463, -0.854], [-0.635, 0.480, 1.866], [-0.136, 0.246, -0.585], [0.121, -0.329, -0.287], [0.426, -0.192, 0.221], [-0.322, -0.143, -0.336], [0.018, 0.124, 0.241], [-0.104, 0.200, 0.134], [0.490, 0.065, -0.412], [-0.079, 0.059, 0.470], [0.072, -0.106, 0.053], [-0.204, 0.090, -0.017], [-0.011, -0.038, -0.165], [-0.285, 0.401, 0.800], [-0.028, -0.164, -0.437], [0.288, -0.115, -0.057], [0.070, -0.149, -0.198], [0.706, 0.359, -0.104], [-0.520, -0.528, 0.364], [-0.015, 0.293, -0.751], [0.324, -0.028, 0.764], [-0.414, -0.043, -0.361], [0.616, -0.152, 0.167], [-0.173, -0.119, -0.222], [0.069, 0.099, 0.207], [-0.449, 0.346, -0.140], [-0.011, -0.251, -0.049], [0.081, 0.012, -0.197], [0.122, -0.165, 0.129], [-0.065, 0.058, -0.044], [-0.076, 0.124, 0.159], [-0.134, -0.027, -0.094], [-0.062, -0.052, 0.008], [0.142, -0.037, -0.114], [-0.145, 0.304, 0.101], [0.012, -0.021, -0.007], [0.021, -0.033, 0.019], [0.014, -0.105, -0.055], [0.052, -0.103, 0.001], [0.070, -0.076, -0.049], [-0.108, 0.462, 0.177], [0.039, -0.052, 0.052], [-0.178, 0.380, -0.184], [-0.027, -0.122, -0.065], [0.065, -0.193, 0.015], [0.052, -0.093, -0.062], [0.279, 0.059, 0.252], [-0.014, 0.004, -0.003], [-0.014, -0.008, 0.009], [-0.110, -0.054, -0.053], [-0.064, -0.027, -0.120], [-0.105, 0.018, -0.072], [-0.078, 0.064, -0.337], [0.035, -0.117, -0.001], [-0.006, -0.083, 0.024], [0.011, -0.045, 0.106], [0.009, 0.019, 0.112], [0.058, 0.008, 0.098], [-0.061, -0.296, -0.173], [-0.002, 0.009, -0.011], [0.000, -0.033, -0.011], [-0.012, 0.108, 0.040], [0.050, 0.084, 0.051], [0.022, 0.068, 0.086], [0.416, 0.271, -0.279], [-0.024, 0.019, -0.058], [0.083, -0.001, 0.032], [-0.124, -0.050, 0.116], [-0.129, -0.101, 0.019], [-0.183, -0.112, 0.021], [-0.175, -0.229, 0.261], [-0.035, 0.021, -0.040], [0.034, -0.010, 0.082], [0.017, 0.077, -0.117], [0.046, 0.049, -0.102], [0.083, 0.087, -0.039]],
  "mulliken_charge": [-0.6616, 1.6042, -0.6752, 0.1459, 0.1324, -0.9812, -0.0203, 0.9567, -1.7402, -0.6868, 0.8018, -0.3291, -0.0625, 0.2920, -0.2504, -0.0740, -0.1502, 0.4139, -0.5108, 0.0462, -0.2024, -0.0493, 0.3813, -0.2206, -0.2543, 0.6349, -0.2150, -0.2543, -0.2178, 0.4705, 0.5175, 0.4797, 0.3873, 0.1465, -0.8400, 0.3263, -0.3257, 0.2648, 0.3263, 0.2597, -1.2474, 0.4621, -0.1754, 0.2857, 0.3283, 0.3493, -0.4587, 0.2717, -0.3848, 0.0169, 0.3089, 0.2639, -0.7999, 0.3744, -0.3723, 0.3105, 0.2406, 0.2732, -0.5027, 0.3746, -0.4297, 0.3036, 0.2589, 0.0228, -0.3221, 0.4151, -0.5018, 0.2645, 0.2547, -0.0580, -0.8325, 0.4471, -0.4800, 0.2749, 0.2585, 0.3391],
  "multiplicity": 1,
  "homo_energy_ev": -8.95,
  "gap_ev": 8.10,
  "e_tot_ev": -236482.417
}

3.
{
  "formula": "C26H26Br3ClFN4O14P2",
  "method": "wB97M-V/def2-TZVPD",
  "symbols": ["C", "C", "Cl", "C", "N", "F", "C", "N", "C", "P", "O", "N", "C", "Br", "C", "C", "Br", "N", "P", "O", "Br", "H", "H", "H", "H", "H", "H", "H", "H", "H", "H", "H", "H", "H", "H", "C", "C", "C", "O", "C", "C", "C", "O", "O", "O", "H", "H", "H", "H", "C", "C", "C", "O", "C", "C", "C", "O", "O", "O", "H", "H", "H", "H", "C", "C", "C", "O", "C", "C", "C", "O", "O", "O", "H", "H", "H", "H"],
  "coordinates": [[2.552, 1.661, 2.583], [3.794, 2.682, 2.284], [4.155, 3.505, 3.954], [3.549, 3.839, 1.164], [2.257, 3.860, 0.439], [1.484, 4.995, 0.636], [1.657, 2.957, -0.368], [0.266, 3.312, -0.843], [-0.068, 2.051, -1.601], [-1.789, 2.113, -2.360], [-1.856, 3.093, -3.638], [1.106, 1.127, -1.495], [0.878, -0.205, -2.145], [-0.759, -1.207, -1.430], [0.923, -0.253, -3.772], [1.590, 1.022, -4.532], [-0.887, -0.641, -4.632], [2.230, 1.654, -0.798], [3.732, 0.763, -0.623], [5.183, 1.696, -0.434], [4.348, -0.183, -2.680], [2.456, 1.417, 3.743], [1.485, 2.102, 2.280], [2.619, 0.617, 2.038], [4.744, 1.998, 2.105], [4.425, 3.979, 0.370], [3.636, 4.860, 1.787], [-2.431, 0.861, -2.651], [-2.661, 2.767, -1.371], [1.730, -0.946, -1.758], [1.576, -1.208, -4.071], [2.594, 0.643, -5.051], [1.894, 1.930, -3.866], [0.869, 1.385, -5.383], [5.597, 1.976, -1.301], [-1.965, -2.104, 4.708], [-1.553, -1.711, 3.501], [-1.111, -0.311, 3.251], [-0.719, 0.015, 2.136], [-1.167, 0.639, 4.373], [-1.582, 0.248, 5.579], [-1.998, -1.158, 5.835], [-2.358, -1.493, 6.958], [-1.641, 1.137, 6.636], [-1.521, -2.593, 2.436], [-2.287, -3.118, 4.904], [-0.860, 1.658, 4.173], [-1.970, 0.613, 7.399], [-1.186, -2.071, 1.675], [2.719, -1.502, -8.470], [3.667, -1.977, -9.280], [4.775, -1.110, -9.766], [5.642, -1.579, -10.494], [4.781, 0.301, -9.348], [3.831, 0.777, -8.540], [2.738, -0.098, -8.032], [1.890, 0.364, -7.277], [3.828, 2.102, -8.146], [3.654, -3.295, -9.697], [1.909, -2.122, -8.107], [5.582, 0.925, -9.723], [3.043, 2.200, -7.564], [4.443, -3.394, -10.274], [-7.590, -4.058, 6.971], [-6.556, -4.257, 6.151], [-5.559, -3.183, 5.888], [-4.609, -3.402, 5.144], [-5.762, -1.879, 6.539], [-6.798, -1.679, 7.356], [-7.779, -2.762, 7.641], [-8.711, -2.553, 8.411], [-6.997, -0.455, 7.969], [-6.372, -5.472, 5.516], [-8.320, -4.831, 7.173], [-5.040, -1.101, 6.325], [-7.810, -0.563, 8.509], [-5.556, -5.366, 4.980]],
  "forces_ev_per_angstrom": [[-1.483, -0.307, 0.323], [-0.193, -1.802, 0.732], [-0.222, -0.480, -1.771], [2.075, 2.001, 0.768], [0.041, -0.976, -0.255], [0.736, -1.035, -0.040], [-2.044, 0.543, -0.957], [3.173, -6.689, -1.702], [6.009, 2.660, 4.528], [-2.641, 4.291, -4.857], [1.066, -3.621, 4.333], [-5.366, 0.871, -2.152], [2.332, -2.332, 0.438], [1.333, 0.988, 0.041], [1.201, -0.416, -0.829], [0.624, 0.020, -0.774], [1.381, 0.430, 0.482], [-4.236, 4.487, -0.536], [3.974, -1.566, 0.554], [-2.443, -0.294, -1.682], [-0.658, 0.866, 0.870], [0.492, 0.647, -2.605], [2.371, -0.751, 0.636], [0.181, 2.179, 0.929], [-1.919, 1.896, 0.050], [-1.856, -0.840, 1.731], [-0.699, -2.254, -1.570], [1.059, 0.383, 0.616], [1.366, -0.984, -0.129], [-1.833, 1.866, -0.917], [-1.695, 2.085, 0.920], [-2.377, 0.894, 1.197], [-0.792, -1.728, -0.909], [1.520, -0.682, 1.881], [-0.610, -0.335, 1.079], [0.108, -0.014, 0.264], [-0.158, -1.331, -0.853], [0.111, 0.672, 0.005], [-0.078, -0.282, 0.217], [0.152, -0.123, -0.568], [0.079, 1.763, 1.336], [-0.423, -1.072, 0.606], [0.333, 0.629, -0.823], [-0.160, -1.863, -1.137], [0.282, 1.653, 0.728], [0.023, 0.160, -0.023], [-0.032, -0.033, 0.034], [0.129, 0.208, -0.244], [-0.137, -0.246, 0.355], [-0.209, 0.429, 0.353], [-0.427, -2.075, -0.379], [1.043, 0.243, -0.683], [-0.888, 0.128, 0.649], [0.125, -0.230, -0.118], [0.454, 1.706, 0.143], [-0.691, -0.565, 0.157], [0.613, -0.025, -0.599], [-0.655, -1.788, 0.040], [0.659, 2.078, 0.245], [0.035, 0.035, -0.040], [-0.044, -0.037, 0.011], [0.315, -0.009, -0.325], [-0.294, 0.006, 0.195], [-0.164, 0.216, 0.205], [-0.211, -1.758, -0.567], [0.626, 0.594, -0.179], [-0.704, -0.167, 0.331], [0.233, -0.307, -0.330], [0.169, 1.931, 0.619], [-1.007, -0.550, 0.514], [0.874, 0.149, -0.602], [-0.342, -1.982, -0.518], [0.449, 1.880, 0.462], [0.051, 0.052, -0.003], [-0.059, -0.062, 0.055], [0.310, 0.045, -0.190], [-0.354, -0.074, 0.234]],
  "mulliken_charge": [-0.9052, 0.4148, -0.1815, -0.9288, 0.4906, -0.1893, 0.1397, -0.4925, 0.2616, 0.3356, -0.5926, 0.7071, -1.0522, 0.0269, -0.0536, -0.6407, -0.1011, 0.3001, 0.2127, -0.5035, -0.2186, 0.5023, 0.1387, 0.1426, 0.3168, 0.2141, 0.4604, 0.1110, 0.1652, 0.5096, 0.4736, 0.0362, 0.1776, 0.3868, 0.3512, -0.7578, 0.3434, 0.8530, -0.4959, -0.8908, 0.3727, 0.8695, -0.6136, -0.5716, -0.5689, 0.4024, 0.4669, 0.3550, 0.2258, -0.9746, 0.4092, 0.8351, -0.5885, -0.7922, 0.3659, 0.8491, -0.5569, -0.5839, -0.5603, 0.4581, 0.4296, 0.3417, 0.3542, -0.8286, 0.3220, 0.9863, -0.5801, -0.7968, 0.3450, 0.7933, -0.5971, -0.5703, -0.5732, 0.4211, 0.3936, 0.3520, 0.3404],
  "multiplicity": 1,
  "homo_energy_ev": -11.22,
  "total_charge": 1,
  "gap_ev": 6.11,
  "e_tot_ev": -305936.394,
  "de_lowest_ev": 6.880
}